(1)
Molecular formula: C5H12O
Method: DFT, the ωB97M-V functional and the def2-TZVPD basis

Its HOMO energy is -8.573 eV. As for the net charge: 0. Its SMILES is CC=C(C)C.O. As for the spin multiplicity: 1. The gap between HOMO and LUMO comes out at 9.3 eV.

Atoms and positions in Å:
C  0.3099  1.8852  -1.0304
C  -0.5607  1.6328  0.1603
C  -1.2656  0.5182  0.3712
C  -2.4613  0.5543  1.2851
C  -0.8921  -0.7657  -0.3121
H  1.3648  1.9636  -0.7872
H  0.0458  2.8942  -1.3548
H  0.1073  1.1945  -1.8375
H  -0.6360  2.3889  0.9363
H  -3.3853  0.6169  0.7142
H  -2.5421  -0.3381  1.9100
H  -2.3230  1.3890  1.9720
H  0.1831  -0.9582  -0.3182
H  -1.4044  -1.6435  0.0541
H  -1.1686  -0.7525  -1.3783
O  3.9894  -2.8938  -0.3239
H  3.1920  -2.4812  -0.6735
H  3.8125  -3.7444  0.0813



(2)
Molecular formula: C4H9NO2
Method: DFT, the ωB97M-V functional and the def2-TZVPD basis

Its HOMO energy is -9.806 eV. As for the net charge: 0. Its SMILES is C[C@@H](CO)NC=O. As for the spin multiplicity: 1. The gap between HOMO and LUMO comes out at 10.5 eV.

Atoms and positions in Å:
C  -1.0983  0.9748  -1.1154
C  -0.5034  0.0917  0.0276
C  -1.1059  -1.2762  -0.0984
O  -2.2576  -1.3212  0.6623
N  0.9000  -0.0349  0.2785
C  1.7904  0.9933  0.3716
O  2.9767  0.7831  0.1237
H  -0.8596  2.0899  -0.9635
H  -2.1517  0.8272  -1.1283
H  -0.8903  0.5448  -2.0558
H  -0.9542  0.4787  0.8757
H  -1.2022  -1.4631  -1.1930
H  -0.4190  -2.0248  0.1432
H  -2.9693  -1.7607  0.2001
H  1.4286  -0.6801  -0.2557
H  1.4677  1.8356  1.0279



(3)
Molecular formula: C2HBrF3NO
Method: DFT, the ωB97M-V functional and the def2-TZVPD basis

Its HOMO energy is -10.375 eV. As for the net charge: 0. Its SMILES is O=N[C@H](Br)C(F)(F)F. As for the spin multiplicity: 1. The gap between HOMO and LUMO comes out at 9.2 eV.

Atoms and positions in Å:
O  -1.4879  -1.4923  1.2616
N  -0.3453  -1.0561  1.2407
C  0.1333  -0.5733  -0.1313
Br  1.8569  -1.3574  -0.3152
C  0.1810  0.9490  -0.2061
F  1.3038  1.5342  0.1240
F  -0.1386  1.3670  -1.4834
F  -0.8546  1.4655  0.5178
H  -0.6486  -0.8366  -1.0081



(4)
Molecular formula: C27H47N3O7S
Method: DFT, the ωB97M-V functional and the def2-TZVPD basis

Its HOMO energy is -7.712 eV. As for the net charge: 0. Its SMILES is CCOCCOCCOCc1cc(OCCNC[C@@H](C)O)c2nsnc2c1C.C1CCOC1.C1CCOC1. As for the spin multiplicity: 1. The gap between HOMO and LUMO comes out at 6.9 eV.

Atoms and positions in Å:
C  -5.2008  3.3391  -2.2408
C  -3.6955  3.9446  -2.3482
O  -2.6945  2.9615  -1.9572
C  -2.3476  3.1098  -0.5561
C  -0.8924  2.4298  -0.2712
O  -0.6207  2.6571  1.1344
C  0.7202  3.1390  1.3704
C  1.7440  1.9744  1.9001
O  1.1044  0.6705  1.9690
C  1.9066  -0.2728  2.7259
C  2.3514  -1.5510  1.8298
C  1.9888  -1.7041  0.3033
C  2.4570  -2.9201  -0.5772
O  2.1003  -2.9211  -1.9536
C  1.7105  -4.2406  -2.4245
C  1.0164  -4.0271  -3.8678
N  -0.4268  -3.6691  -3.7030
C  -0.9329  -3.1561  -5.0169
C  -2.1680  -4.0538  -5.5331
C  -3.5244  -3.3596  -5.0058
O  -2.1143  -4.0358  -7.0006
C  3.3200  -4.0030  0.1596
N  3.9020  -5.1881  -0.4342
S  4.7445  -5.9688  0.8208
N  4.5151  -4.9882  2.2032
C  3.7049  -3.9046  1.6914
C  3.2162  -2.6697  2.5242
C  3.6622  -2.5746  4.0815
H  -5.8947  4.0856  -1.7041
H  -5.1808  2.3050  -1.7386
H  -5.5977  3.1992  -3.3099
H  -3.5039  4.1798  -3.4555
H  -3.6140  4.9308  -1.7683
H  -3.0878  2.5077  0.0972
H  -2.3525  4.1908  -0.1782
H  -0.1348  2.8947  -0.9904
H  -0.9855  1.2867  -0.4474
H  0.6433  3.9066  2.2327
H  1.1970  3.6944  0.4910
H  2.5584  1.9045  1.0743
H  2.1765  2.3346  2.8979
H  2.8287  0.2882  3.1288
H  1.2751  -0.5879  3.6401
H  1.3774  -0.8454  -0.1648
H  1.0842  -4.8515  -1.6888
H  2.6851  -4.8413  -2.6204
H  1.5558  -3.1163  -4.3413
H  1.2037  -4.9306  -4.5506
H  -0.8911  -4.5441  -3.4163
H  -1.1785  -2.0346  -4.9477
H  -0.0799  -3.2585  -5.7984
H  -2.0149  -5.1342  -5.1906
H  -3.3042  -2.5933  -4.1805
H  -4.2226  -4.2120  -4.6458
H  -3.9834  -2.7990  -5.8996
H  -1.6394  -3.2264  -7.3060
H  4.8204  -2.5842  4.0564
H  3.2903  -3.4617  4.6983
H  3.3859  -1.5497  4.5446
C  4.4001  -3.7954  9.5336
C  4.6136  -5.1786  8.9620
C  4.0903  -5.0198  7.5483
O  4.3233  -3.6559  7.1701
C  4.6948  -2.9114  8.3382
H  5.0335  -3.5728  10.3942
H  3.3547  -3.6767  9.8377
H  5.6838  -5.4098  8.9405
H  4.1052  -5.9679  9.5185
H  3.0112  -5.2011  7.5010
H  4.5869  -5.6872  6.8400
H  5.7644  -2.6862  8.2654
H  4.1416  -1.9698  8.3656
C  -4.1142  9.2757  -4.0245
C  -5.2310  8.4769  -4.6572
C  -5.0154  7.1025  -4.0557
O  -4.4449  7.3031  -2.7550
C  -4.0456  8.6754  -2.6346
H  -4.2944  10.3522  -4.0150
H  -3.1763  9.0900  -4.5586
H  -6.1994  8.8766  -4.3385
H  -5.2057  8.4733  -5.7483
H  -4.3036  6.5168  -4.6473
H  -5.9442  6.5339  -3.9654
H  -4.7474  9.1697  -1.9540
H  -3.0440  8.7304  -2.2022



(5)
Molecular formula: C4H8CuLiO2
Method: DFT, the ωB97M-V functional and the def2-TZVPD basis

Its HOMO energy is -17.017 eV. As for the net charge: +2. As for the spin multiplicity: 1. The gap between HOMO and LUMO comes out at 8.9 eV.

Atoms and positions in Å:
H  -1.1748  -1.1458  -0.3098
C  -0.4191  -0.7206  -1.0312
H  -0.5686  -0.9205  -2.1028
H  -0.6451  0.3518  -0.9674
C  0.9934  -1.1549  -0.6344
C  2.0472  -0.4940  -1.4479
O  3.0227  0.0798  -0.9912
Cu  4.2960  0.6348  0.7789
H  1.1992  -1.0004  0.4334
H  1.9104  -0.5052  -2.5480
H  1.1090  -2.2351  -0.8374
C  -1.7537  1.3644  1.9218
H  -1.4734  2.3804  1.5900
H  -0.9820  0.6863  2.3274
O  -2.9145  0.9912  1.8181
Li  -4.6468  1.6877  2.0007



(6)
Molecular formula: C5H11NO5
Method: DFT, the ωB97M-V functional and the def2-TZVPD basis

Its HOMO energy is -10.201 eV. As for the net charge: 0. Its SMILES is CC[C@](O)([N+](=O)[O-])C(C)(O)O. As for the spin multiplicity: 1. The gap between HOMO and LUMO comes out at 10.6 eV.

Atoms and positions in Å:
C  -0.7847  -2.4924  0.2383
C  -0.8939  -1.0351  0.6515
C  0.1130  -0.2434  -0.1968
O  -0.1836  -0.5438  -1.5084
N  1.4945  -0.8079  0.1428
O  1.9698  -0.4840  1.2244
O  2.0147  -1.5882  -0.6298
C  0.2895  1.3698  0.0354
C  -0.9404  2.1406  -0.4438
O  1.4421  1.5869  -0.6856
O  0.2726  1.6515  1.4135
H  0.1275  -2.9651  0.5905
H  -1.5516  -3.1352  0.7744
H  -0.7686  -2.7475  -0.8530
H  -1.8968  -0.5683  0.4873
H  -0.5804  -0.8104  1.6175
H  0.5914  -0.3316  -2.1387
H  -0.6456  2.7613  -1.3539
H  -1.5873  1.4927  -0.7883
H  -1.1808  2.8055  0.4415
H  1.5966  2.4645  -0.9391
H  1.1019  1.4802  1.9204



(7)
Molecular formula: C14H11N3O3S
Method: DFT, the ωB97M-V functional and the def2-TZVPD basis

Its HOMO energy is -8.400 eV. As for the net charge: 0. Its SMILES is COc1cc2ncn(-c3cc(O)c(C#N)s3)c2cc1OC. As for the spin multiplicity: 1. The gap between HOMO and LUMO comes out at 8.4 eV.

Atoms and positions in Å:
C  3.9712  -1.1984  -3.1244
O  3.1617  -1.8196  -2.1380
C  2.1478  -1.0496  -1.5552
C  1.9560  0.3547  -1.7501
C  0.8955  0.9906  -1.1514
N  0.7161  2.3712  -1.1884
C  -0.3701  2.5731  -0.4868
N  -0.8278  1.4080  0.0881
C  -1.9233  1.3731  0.9307
C  -2.7540  2.4549  1.1969
C  -3.8150  2.1109  2.1293
O  -4.8344  2.9847  2.4312
C  -3.7121  0.8603  2.5911
C  -4.7052  0.2617  3.4320
N  -5.5226  -0.2275  4.0880
S  -2.3275  -0.0044  1.9380
C  0.0161  0.3796  -0.3426
C  0.1072  -0.9900  -0.1493
C  1.1728  -1.7067  -0.6912
O  1.2010  -3.0415  -0.3899
C  2.2819  -3.3899  0.4897
H  3.3330  -0.7757  -3.9399
H  4.5742  -0.4189  -2.7204
H  4.6241  -1.9539  -3.5379
H  2.6268  0.9513  -2.3636
H  -0.8517  3.5443  -0.2842
H  -2.7346  3.4479  0.7724
H  -5.4992  2.5619  3.0042
H  -0.5671  -1.5523  0.5024
H  2.8206  -2.5012  0.8130
H  2.9769  -4.0749  0.0488
H  1.8615  -3.9235  1.3575



(8)
Molecular formula: C13H17HfIN2O3S
Method: DFT, the ωB97M-V functional and the def2-TZVPD basis

Its HOMO energy is -15.690 eV. As for the net charge: +2. As for the spin multiplicity: 1. The gap between HOMO and LUMO comes out at 8.0 eV.

Atoms and positions in Å:
C  1.8371  2.8700  0.9495
C  2.7329  1.7436  0.3754
H  1.4928  3.5798  0.1877
H  2.4930  3.4460  1.6184
H  0.9921  2.5875  1.6080
H  2.3968  1.2060  -0.5847
H  3.5992  2.2519  -0.0617
H  3.1338  1.0486  1.1275
C  -2.5581  1.3007  -0.2002
C  -3.8416  1.1460  -0.7151
C  -4.0972  0.0960  -1.6000
C  -3.0725  -0.7818  -1.9279
H  -2.2930  2.0995  0.4926
H  -4.6122  1.8483  -0.4082
H  -5.0885  -0.0413  -2.0244
H  -3.2300  -1.6379  -2.5791
N  -1.5573  0.4604  -0.5440
C  -1.7884  -0.5787  -1.4026
C  -0.6460  -1.4699  -1.6463
N  0.5592  -1.0931  -1.0990
C  1.6056  -1.9610  -1.1379
C  0.2815  -3.6009  -2.3060
C  1.4859  -3.2258  -1.7086
H  2.5383  -1.6152  -0.6867
H  2.3384  -3.9023  -1.6813
C  -0.7797  -2.7044  -2.2938
H  -1.7356  -2.9381  -2.7559
H  0.1687  -4.5783  -2.7693
Hf  0.6012  0.8474  0.0669
I  0.5417  2.4971  -2.1589
C  1.2949  0.4581  3.9742
S  0.3275  -0.2280  2.6216
O  1.3472  -0.5874  1.5307
O  -0.5573  -1.2726  3.0259
O  -0.3594  0.9874  1.9452
H  1.9703  -0.3317  4.3350
H  0.5988  0.7394  4.7770
H  1.8801  1.3349  3.6560



(9)
Molecular formula: C9H6EuN2O4
Method: DFT, the ωB97M-V functional and the def2-TZVPD basis

Its HOMO energy (spin up / spin down) is -15.666 / -15.665 eV. As for the net charge: +2. The expectation value of S² is 15.76. As for the spin multiplicity: 8. The gap between HOMO and LUMO (spin up / spin down) comes out at 7.0 / 7.1 eV.

Atoms and positions in Å:
O  0.2456  -4.5070  -3.2013
C  -0.1639  -3.4071  -3.1332
Eu  -0.8002  -1.0585  -2.5629
C  -3.2587  -1.1602  -2.9622
C  -0.0331  0.1505  -4.5883
O  -4.4071  -1.1156  -2.9458
O  0.4161  0.8326  -5.3699
N  1.3455  2.2545  3.4788
C  0.9811  0.9631  3.2904
O  0.9900  0.1411  4.1989
C  0.5721  0.5924  1.9282
C  0.5613  1.5402  0.8614
C  0.1532  1.0487  -0.3827
N  -0.2205  -0.2607  -0.4883
C  -0.1891  -1.1871  0.5137
C  0.2037  -0.7787  1.7814
H  1.6251  2.4945  4.4135
H  1.3594  2.9711  2.7739
H  0.8362  2.6113  0.9266
H  0.0744  1.5961  -1.3438
H  -0.4998  -2.2044  0.2109
H  0.2088  -1.5168  2.6007



(10)
Molecular formula: C17H17NOS
Method: DFT, the ωB97M-V functional and the def2-TZVPD basis

Its HOMO energy is -8.197 eV. As for the net charge: 0. Its SMILES is CN(C)[C@H](c1ccccc1)[C@H]1SC(=O)c2ccccc21. As for the spin multiplicity: 1. The gap between HOMO and LUMO comes out at 8.1 eV.

Atoms and positions in Å:
C  -1.8011  0.6802  2.4780
N  -1.7208  0.6345  0.9065
C  -2.4255  1.6523  0.1294
C  -0.5808  -0.0657  0.1585
C  -0.8658  -1.5446  0.1009
C  -0.9802  -2.0930  -1.1939
C  -1.3263  -3.4796  -1.2172
C  -1.4402  -4.3773  -0.1284
C  -1.2650  -3.8104  1.1933
C  -1.0118  -2.4108  1.2411
C  0.8795  0.2895  0.6197
S  2.0196  -1.2194  0.5160
C  2.9029  -0.5563  -0.8323
O  3.7316  -1.1994  -1.5079
C  2.5742  0.8432  -0.9360
C  3.4219  1.6566  -1.7086
C  3.1008  2.9871  -1.8249
C  2.0305  3.5427  -1.0557
C  1.2773  2.7184  -0.2102
C  1.5319  1.3787  -0.1370
H  -1.1613  -0.0522  2.9395
H  -2.8118  0.4269  2.8488
H  -1.4501  1.6725  2.8424
H  -2.7110  1.1506  -0.8919
H  -3.4106  1.8920  0.6899
H  -1.8532  2.6261  0.1078
H  -0.6660  0.4770  -0.8725
H  -0.9910  -1.4627  -2.0416
H  -1.6418  -3.8127  -2.2111
H  -1.7290  -5.4399  -0.1690
H  -1.3617  -4.4312  2.0086
H  -1.0231  -1.9665  2.2002
H  0.7735  0.5569  1.6548
H  4.2096  1.3240  -2.3840
H  3.7010  3.6196  -2.4820
H  1.6532  4.6306  -1.1142
H  0.4207  3.1624  0.2826



(11)
Molecular formula: C25H28N3O
Method: DFT, the ωB97M-V functional and the def2-TZVPD basis

Its HOMO energy is -9.507 eV. As for the net charge: +1. Its SMILES is COc1cc[n+](C(c2ccc3c(c2)CCN3C)c2ccc3c(c2)CCN3C)cc1. As for the spin multiplicity: 1. The gap between HOMO and LUMO comes out at 6.4 eV.

Atoms and positions in Å:
C  3.2004  -3.3695  -2.1899
O  3.4879  -3.1690  -0.7527
C  3.0020  -2.1341  -0.0357
C  3.2310  -2.1228  1.3385
C  2.6645  -1.1845  2.1697
N  1.8186  -0.1858  1.6993
C  1.0809  0.9600  2.5495
C  1.0606  2.4951  2.1130
C  0.0365  3.5020  2.1521
C  0.2208  4.7360  1.5033
C  1.5033  5.0698  1.0554
C  2.5855  4.2056  1.3083
C  2.3399  2.9620  1.8758
C  3.8322  4.8225  0.7877
C  3.3655  6.1167  0.0655
N  1.9389  6.1637  0.3499
C  1.1549  7.2111  -0.2668
C  -0.3250  0.5759  3.1193
C  -1.5579  1.0855  2.6719
C  -2.7893  0.7280  3.2461
C  -2.7761  -0.1518  4.3424
C  -1.5584  -0.6088  4.8720
C  -0.3458  -0.2113  4.2782
C  -1.8648  -1.5420  5.9967
C  -3.4193  -1.6163  6.0546
N  -3.8346  -0.6879  5.0204
C  -5.2537  -0.4826  4.8024
C  1.7265  -0.1077  0.3579
C  2.2750  -1.0522  -0.4951
H  3.6346  -4.3340  -2.4749
H  2.1204  -3.4094  -2.3881
H  3.6819  -2.5985  -2.8053
H  3.8341  -2.8987  1.7595
H  2.8790  -1.2260  3.2418
H  1.7703  0.9612  3.4051
H  -0.9762  3.4198  2.5711
H  -0.5723  5.4710  1.2996
H  3.1983  2.3228  2.0797
H  4.3615  4.1739  0.0808
H  4.5161  5.0820  1.6072
H  3.5485  6.0835  -1.0287
H  3.8824  7.0137  0.4570
H  0.0904  7.0494  -0.0738
H  1.4418  8.2032  0.1267
H  1.3333  7.2416  -1.3597
H  -1.6258  1.7474  1.8087
H  -3.7524  1.0430  2.8502
H  0.5650  -0.5761  4.7455
H  -1.4736  -2.5536  5.8351
H  -1.4805  -1.1788  6.9577
H  -3.8271  -1.3183  7.0382
H  -3.8034  -2.6360  5.8534
H  -5.4326  0.4923  4.3332
H  -5.6957  -1.2734  4.1682
H  -5.7735  -0.5154  5.7766
H  1.1703  0.7470  -0.0516
H  2.1034  -0.9426  -1.5490



(12)
Molecular formula: C10H13NO
Method: DFT, the ωB97M-V functional and the def2-TZVPD basis

Its HOMO energy is -7.737 eV. As for the net charge: 0. Its SMILES is Cc1c[nH]c2ccccc12.CO. As for the spin multiplicity: 1. The gap between HOMO and LUMO comes out at 8.6 eV.

Atoms and positions in Å:
C  -3.4800  2.1728  0.8335
C  -2.0544  2.0148  0.3787
C  -1.3737  2.9740  -0.3656
N  -0.0868  2.4388  -0.6945
C  -0.0962  1.1124  -0.2778
C  0.9608  0.1067  -0.3078
C  0.7786  -1.0790  0.2548
C  -0.4213  -1.3557  0.9285
C  -1.4990  -0.4362  1.0178
C  -1.2865  0.9205  0.5989
H  -4.0804  1.7937  0.0148
H  -3.9227  3.2210  1.0166
H  -3.6343  1.6840  1.7209
H  -1.8445  3.8225  -0.8277
H  0.6553  2.8822  -1.0709
H  1.9587  0.4652  -0.6837
H  1.4491  -1.9874  0.3163
H  -0.3931  -2.3263  1.4154
H  -2.3201  -0.9101  1.6006
C  3.6240  -2.9012  -0.6369
O  2.8600  -2.5072  -1.7383
H  4.5030  -3.2431  -1.1082
H  3.2834  -3.7003  -0.0265
H  3.4803  -2.0326  0.0759
H  2.9395  -3.1295  -2.4348



Calculated values (kJ/mol) of energy relative to the best compared isomer or geometry (same formula, charge and spin) for the records, taken in order: 108.6 208.3 208.8 0.0 0.0 92.2 174.1 18.2 12.2 302.4 58.9 244.1.
Calculated values (Ha) of electronic energy for the records, taken in order: -272.9073 -363.0062 -3080.3286 -2145.7183 -1955.0769 -627.9489 -1328.2104 -1584.2784 -1466.7388 -1186.0986 -1208.6680 -518.7499.